# 1
The molecule C5H13NO. Source: the OMol25 dataset; level of theory: ωB97M-V with the def2-TZVPD basis set.

Structure (ORCA input):
```
! RIJCOSX wB97M-V def2-TZVPD def2/J DEFGRID3
* xyz 0 1
C 2.22801 0.98348 -0.30804
H -0.22530 1.92893 0.16333
H -0.21825 -2.29866 1.09604
H -1.89351 1.95413 0.38581
C -1.06937 0.04385 0.27397
H 0.61983 -2.45634 -0.41098
C 0.60463 -1.88636 0.54565
H 1.55328 -2.06416 1.13316
N 0.45623 -0.43188 0.46788
H -1.69155 -1.40577 -1.34498
H -0.90413 1.57051 1.80237
O 1.19293 0.03931 -0.64322
H -1.56828 -0.62833 1.07706
C -1.00729 1.43335 0.59269
H -2.72383 -0.18161 -1.06948
H 1.75328 1.86852 -0.00880
H 3.00128 0.61452 0.41394
H 2.73315 1.10221 -1.26936
C -1.66641 -0.35024 -1.05997
H -1.17472 0.16455 -1.83705
*
```

Output
- Relative energy (zero: lowest compared OMol25 entry of this formula, charge and spin): 358.2 kJ/mol
- Lowest unoccupied orbital energy: 0.0398 Ha
- Frontier orbital gap: 9.74 eV
- SMILES: CON(C)C(C)C

Results of the Löwdin charge analysis, in e, for atoms 1 through 6: -0.0678 0.0256 0.0623 0.0625 -0.3848 0.0877


# 2
The molecule C21H41FN2O2. Source: the OMol25 dataset; level of theory: ωB97M-V with the def2-TZVPD basis set.

Structure (ORCA input):
```
! RIJCOSX wB97M-V def2-TZVPD def2/J DEFGRID3
* xyz 0 1
H 2.72203 -4.04416 2.07848
H -2.91412 -2.42779 -1.67466
H -4.43994 3.05718 0.64757
H -4.97697 1.89041 -1.36695
O 3.85247 -2.22018 0.90838
H 3.49161 1.76335 -3.56648
C 3.90694 0.12465 -1.75582
H -2.25830 0.76298 -0.64531
N 2.56673 1.37244 -3.38334
H -0.05175 -1.66600 1.53788
C -3.34910 0.71425 -0.59461
H 0.58281 0.01097 -2.78818
H -0.76806 -4.37583 2.15430
H -0.65871 5.55260 0.12362
C 4.47080 -1.49822 -0.03537
C -1.91027 -3.30143 0.68363
C 1.10121 -2.81457 2.90770
C 1.90561 -3.40572 1.74338
C -1.28681 3.66251 -0.72896
H -2.03860 -3.40571 2.83864
N 3.76081 -0.29561 -0.35937
H 1.47096 -1.21609 -1.87072
H -4.91866 -0.48121 -1.45143
H 0.97364 0.26307 -1.06129
H -0.79183 2.71898 -0.97928
C 4.06429 0.72976 0.61394
C -3.37746 -1.89491 -0.83850
H -0.68354 -1.62354 3.15560
H 2.38175 1.82532 -0.23662
H -3.45623 -0.40877 -2.39355
H 1.97745 -1.35370 1.07461
H 1.23636 -4.05194 1.16716
C -3.91208 2.01966 -1.15436
H -4.03763 4.12968 -0.69739
H 4.08796 0.24586 1.59237
H -1.76512 4.03548 -1.63642
H 0.96111 -3.55210 3.69997
H -2.75964 -3.98854 0.64091
C -0.20665 4.63785 -0.26668
H -3.40901 2.25494 -2.09695
C 3.07033 1.88588 0.60234
H -3.63816 0.63384 0.45865
C -3.75353 3.20304 -0.19243
H -1.48670 -1.32954 -0.02564
H 3.60462 2.83211 0.56014
H -2.03340 2.53158 0.95624
H 1.65905 -1.97416 3.33378
H 0.48753 4.89342 -1.06663
C 1.32674 -0.14415 -2.01002
H 2.48233 1.87200 1.51952
H -2.35860 4.24235 1.04513
C 2.41581 -2.31521 0.81109
C -2.36766 -1.89049 0.30001
H -4.24793 -2.49316 -0.55765
C -0.25185 -2.29316 2.40847
H 2.15716 -2.52790 -0.22482
C -2.34056 3.39128 0.35593
H 4.35216 -0.69258 -2.32609
H -1.18104 -3.63594 -0.06255
H -2.75628 -1.37906 1.18556
C 2.60593 0.51775 -2.43751
H 0.36090 4.19716 0.55704
C -1.26182 -3.40319 2.06905
O 5.53591 -1.81067 -0.48562
H 4.59777 0.96491 -1.83982
C -3.82985 -0.50807 -1.36950
F 5.34859 1.24226 0.39091
*
```

Output
- Lowest unoccupied orbital energy: 0.0211 Ha
- Frontier orbital gap: 10.42 eV
- SMILES: [H]/N=C(/C)CN(C(=O)OCCCCCCCCCCCCCCC)[C@H](C)F

Results of the Löwdin charge analysis, in e, for atoms 1 through 6: 0.1212 0.1086 0.1089 0.1094 0.0271 0.0515


# 3
A structure of composition C10H24N3. Source: the OMol25 dataset; level of theory: ωB97M-V with the def2-TZVPD basis set.

Structure (ORCA input):
```
! RIJCOSX wB97M-V def2-TZVPD def2/J DEFGRID3
* xyz 1 1
N -0.28285 -0.78211 -0.68348
C 1.75652 -1.77429 1.26209
C 1.87599 -0.23722 -1.63818
H 1.48861 -2.28564 -2.56629
H 0.10729 1.60575 -1.60386
C -1.55892 3.11480 -0.02296
H 3.71446 -0.04518 0.46597
C 2.00936 -1.25909 -2.44325
C 0.91155 -0.24449 -0.51805
H -2.23091 3.34795 0.69792
C 1.54430 -0.30348 0.87731
H 0.93311 0.11206 1.68428
H 2.74725 -1.22549 -3.30717
H 2.62718 -1.78388 1.75619
H 3.10734 0.59273 2.00796
H -1.92824 2.78235 -0.93259
H 0.01289 2.22095 1.41359
C 2.87038 0.43913 0.95929
H -2.73509 -0.87268 -1.32906
H -0.49069 -1.06057 -1.62406
H 2.40070 0.71117 -1.67237
N 0.43989 1.63792 -0.64749
N -1.32172 -1.10491 0.25166
H -1.07360 0.99835 0.68345
C -3.85510 -0.89350 0.48526
H -1.05496 4.05874 -0.15000
H -3.83061 0.12709 0.68190
H 1.25348 2.22657 -0.55075
C -0.57523 1.94539 0.42651
H -3.94985 -1.45606 1.40245
H -2.66577 -2.49637 -0.60763
C -2.59296 -1.41366 -0.28847
H 0.88309 -2.21315 1.77303
H -4.72381 -1.35331 -0.04312
H 1.76659 -2.39401 0.31126
H 2.79904 1.49253 0.48328
H -1.10751 -1.63254 1.13440
*
```

Output
- Relative energy (zero: lowest compared OMol25 entry of this formula, charge and spin): 434.7 kJ/mol
- Lowest unoccupied orbital energy: -0.0911 Ha
- Frontier orbital gap: 9.48 eV

Results of the Löwdin charge analysis, in e, for atoms 1 through 6: 0.0569 -0.0192 -0.1329 0.1174 0.1304 -0.0378


# 4
A structure of composition H2NO4P. Source: the OMol25 dataset; level of theory: ωB97M-V with the def2-TZVPD basis set.

Structure (ORCA input):
```
! RIJCOSX wB97M-V def2-TZVPD def2/J DEFGRID3
* xyz 0 1
O -1.19784 1.33030 0.66553
H -1.68978 1.89502 -0.05599
O 1.66013 0.45387 0.47606
H 1.47323 -0.53858 0.72252
P 0.58364 0.76503 -0.60914
N -0.15784 -0.98256 -0.47018
O 0.42892 -1.60218 0.36774
O -1.10045 -1.32091 -1.09654
*
```

Output
- Relative energy (zero: lowest compared OMol25 entry of this formula, charge and spin): 358.7 kJ/mol
- Lowest unoccupied orbital energy (alpha / beta): -0.0452 / -0.0452 Ha
- Frontier orbital gap (alpha / beta): 9.39 / 9.38 eV

Results of the Löwdin charge analysis, in e, for atoms 1 through 6: -0.3953 0.0152 -0.3297 0.0559 1.0985 -0.5410


# 5
The molecule C6H10O. Source: the OMol25 dataset; level of theory: ωB97M-V with the def2-TZVPD basis set.

Structure (ORCA input):
```
! RIJCOSX wB97M-V def2-TZVPD def2/J DEFGRID3
* xyz 0 1
H -1.81371 0.34071 1.90864
C 0.88844 0.25189 -0.33596
H -0.97272 -0.22815 -2.32226
C -0.95078 -0.70455 -1.32839
C 2.08187 -0.09528 0.55481
H -0.28822 1.92405 0.61821
H 2.97554 0.46434 0.26610
H 1.86865 0.11866 1.60619
H -2.41680 0.81534 -0.52543
H -1.45764 -1.67301 -1.39093
O 0.38212 -0.94999 -0.91528
H 2.30305 -1.16118 0.46099
C -1.52116 0.24625 -0.29145
H 1.20367 0.93026 -1.14603
H -0.78486 -1.07082 1.35295
C -1.17819 -0.07983 1.13458
C -0.31924 0.87129 0.35327
*
```

Output
- Relative energy (zero: lowest compared OMol25 entry of this formula, charge and spin): 63.3 kJ/mol
- Lowest unoccupied orbital energy: 0.0430 Ha
- Frontier orbital gap: 10.86 eV
- SMILES: C[C@H]1OC[C@H]2C[C@H]21

Results of the Löwdin charge analysis, in e, for atoms 1 through 6: 0.1032 -0.3565 0.1238 -0.1671 -0.0220 0.1422


Summary of largest force on an atom in eV/Å
5.8, 0.6, 5.3, 4.7, 0.2
(order as listed above)